[1]
# C17H19Cl3F2O3Si

A 2-piece molecular cluster, C17H19Cl3F2O3Si overall in a non-equilibrium geometry (ωB97M-V/def2-TZVPD, OMol25).

Output
Lowest unoccupied orbital energy = -1.1 eV
Total energy = -74960.6030 eV
SMILES = C[Si](C)(CCC(F)(F)C1=C(Cl)C(=O)OC1=O)c1ccccc1.ClCCCl

Structure (XYZ):
```
45
Properties=species:S:1:pos:R:3:forces:R:3:lowdin_charge:R:1
C -1.31052 4.12255 0.32704 -0.159 -0.284 -0.156 -0.17
Si -1.38819 2.37135 1.00069 0.260 0.347 -0.643 0.57
C -0.95084 2.31505 2.82298 -0.357 -0.178 0.090 -0.16
C -3.13284 1.73474 0.68335 -0.121 0.166 0.616 -0.22
C -3.40913 0.40981 1.43009 0.605 0.149 -0.404 -0.13
C -3.49640 -0.83971 0.54217 -0.336 -0.227 0.595 -0.47
F -4.59542 -1.56769 0.96017 0.038 -0.045 -0.115 0.07
F -3.71723 -0.54896 -0.75647 0.028 0.051 -0.009 0.11
C -2.30880 -1.76519 0.67457 0.278 0.013 -0.274 -0.02
C -1.83606 -2.36013 1.76884 -0.355 0.398 -0.507 -0.52
Cl -2.45388 -2.26348 3.33666 0.179 -0.179 0.137 0.84
C -0.61325 -3.14724 1.40282 -0.144 0.006 0.693 -0.45
O 0.04791 -3.80949 2.13230 0.175 -0.018 -0.261 0.18
O -0.39004 -2.96287 0.07394 -0.071 -0.153 -0.134 0.16
C -1.42593 -2.18836 -0.45699 -0.060 0.206 -0.184 -0.35
O -1.51590 -1.97609 -1.61817 0.110 -0.158 0.235 0.20
C -0.22561 1.33478 -0.05504 -0.105 0.001 0.275 -0.25
C 0.93253 0.72296 0.42852 -0.205 -0.123 -0.093 -0.09
C 1.73907 -0.03489 -0.40823 0.213 -0.239 -0.129 -0.13
C 1.42119 -0.18844 -1.75243 -1.114 0.343 -0.291 -0.17
C 0.27365 0.42626 -2.24821 0.075 0.115 0.182 -0.08
C -0.53365 1.17398 -1.40784 0.019 0.021 -0.074 -0.11
H -1.43898 4.06530 -0.75739 0.021 0.023 -0.015 0.03
H -2.12411 4.74358 0.70485 0.137 0.123 0.138 0.03
H -0.34073 4.58428 0.50990 -0.049 0.112 0.104 0.03
H -0.40231 3.19750 3.15010 0.098 -0.009 -0.093 0.03
H -0.38829 1.42486 3.10758 0.056 0.012 -0.017 0.03
H -1.88210 2.29002 3.39748 0.033 0.041 0.063 0.04
H -3.34042 1.68883 -0.38378 -0.020 -0.139 -0.013 0.07
H -3.81590 2.48956 1.08480 -0.023 0.026 -0.070 0.08
H -4.30795 0.45277 2.04028 -0.133 -0.038 -0.156 0.13
H -2.57892 0.23973 2.11845 -0.170 -0.127 0.189 0.07
H 1.19836 0.81309 1.47548 0.044 0.031 0.004 0.09
H 2.62701 -0.51467 -0.02088 -0.068 0.008 0.148 0.07
H 1.99456 -0.77064 -2.46185 -0.339 0.005 0.410 0.01
H -0.00395 0.31583 -3.28807 0.040 -0.064 -0.021 0.11
H -1.42601 1.63122 -1.82248 -0.030 0.009 0.025 0.10
Cl 4.10014 -0.77695 -2.07113 1.469 -0.259 -0.298 0.71
C 5.69626 -1.47876 -2.46186 0.054 0.096 0.001 -0.62
C 5.74147 -2.95671 -2.17218 0.051 -0.063 -0.063 -0.66
Cl 5.65962 -3.29726 -0.42446 -0.022 -0.004 -0.002 0.54
H 6.45202 -0.94143 -1.89429 -0.039 -0.006 0.057 0.07
H 5.87141 -1.30540 -3.52235 -0.044 -0.037 -0.014 0.07
H 6.67909 -3.37360 -2.53575 0.025 0.031 0.024 0.07
H 4.91904 -3.48007 -2.65316 -0.045 0.020 0.051 0.07
```
Positions in Å, forces in eV/Å.



[2]
# C3H7PS

An isolated molecule of C3H7PS in a non-equilibrium geometry (ωB97M-V/def2-TZVPD, OMol25).

Output
Lowest unoccupied orbital energy = 0.4 eV
Total energy = -23345.2316 eV
Energy above the lowest of the compared OMol25 structures with the same formula, charge and spin = 264.11 kJ/mol

Structure (XYZ):
```
12
Properties=species:S:1:pos:R:3:forces:R:3:lowdin_charge:R:1
C 0.21212 0.92947 0.45285 -0.125 0.666 0.724 -0.41
C 0.83658 -0.03350 -0.46391 -0.394 3.716 -1.869 -0.37
C 1.23961 -1.17453 -0.09430 0.040 -1.887 2.820 0.00
P -2.56098 -0.86396 0.02324 0.014 -0.490 -0.452 0.24
S -1.62452 0.97850 -0.21741 -0.044 0.486 1.444 0.43
H 0.61926 1.97637 0.32333 -0.496 -1.141 0.133 0.09
H 0.44264 0.54044 1.49720 -1.202 0.782 -1.012 0.11
H 1.02330 0.30046 -1.46111 0.173 0.372 -0.673 0.10
H 1.92864 -1.76207 -0.58307 0.871 -1.534 -1.322 0.05
H 0.94025 -1.39556 0.90970 0.333 -0.829 0.561 0.06
H -2.18444 -1.26029 -1.31559 -0.159 0.278 0.476 -0.24
H -2.33244 1.62935 0.79947 0.988 -0.419 -0.830 -0.06
```
Positions in Å, forces in eV/Å.



[3]
# C3H6OS2

C3H6OS2 as an isolated structure in a non-equilibrium geometry (ωB97M-V/def2-TZVPD, OMol25).

Output
Lowest unoccupied orbital energy = -0.3 eV
Total energy = -26925.2571 eV
Energy above the lowest of the compared OMol25 structures with the same formula, charge and spin = 114.41 kJ/mol

Structure (XYZ):
```
12
Properties=species:S:1:pos:R:3:forces:R:3:lowdin_charge:R:1
C 1.38920 -0.80015 1.57958 -0.206 -1.977 0.211 -0.41
C -0.46204 0.16563 -0.13116 0.394 0.674 -0.180 -1.18
C -0.43935 -1.24969 -0.59101 0.503 -0.103 -0.394 -0.36
H 2.01651 -0.54627 2.41707 0.706 0.219 0.013 0.02
H 1.91898 -1.48306 0.82316 -0.688 1.448 1.007 0.08
H 0.60623 -1.42055 2.09689 0.452 0.580 -0.711 0.06
H -1.35285 -1.38260 -1.13587 -0.409 -0.380 -0.509 0.10
H -0.40650 -1.90744 0.23903 -0.272 -0.700 0.848 0.09
H 0.72490 -1.10644 -2.17005 -0.044 -0.148 0.408 0.11
O 0.73263 -1.58345 -1.32285 -0.138 0.371 -0.519 -0.06
S 0.68869 0.74365 0.98244 0.530 -0.557 0.315 0.88
S -1.45714 1.24505 -0.78444 -0.829 0.571 -0.488 0.68
```
Positions in Å, forces in eV/Å.



[4]
# C33H20Cl5F6IrNO5P2S4

C33H20Cl5F6IrNO5P2S4 as an isolated structure (ωB97M-V/def2-TZVPD, OMol25).

Output
Lowest unoccupied orbital energy (alpha / beta) = -0.7 / -2.4 eV
Total energy = -189948.0579 eV
Multiplicity = 2
Energy above the lowest of the compared OMol25 structures with the same formula, charge and spin = 68.66 kJ/mol
Expectation value of S² = 0.76

Structure (XYZ):
```
77
Properties=species:S:1:pos:R:3:forces:R:3:mulliken_spin:R:1
Ir 1.05991 -1.15099 -0.00210 -0.399 -0.247 -0.472 0.18
S 0.99515 -0.75417 2.30278 -0.109 -0.050 -0.017 0.02
P -0.25000 0.72801 1.69258 0.303 0.149 0.459 -0.02
C -0.42716 0.11797 0.05861 -0.165 -0.126 0.140 0.46
P -1.69802 -0.92247 -0.56064 -0.212 -0.237 -0.221 0.10
S -0.87071 -2.70505 -0.09851 0.207 0.270 0.080 0.02
C -3.36081 -0.71793 0.09612 0.028 0.102 0.010 0.00
C -4.05499 -1.82089 0.57667 0.000 0.003 0.018 0.00
C -5.34753 -1.66078 1.05668 0.005 -0.007 0.000 0.00
C -5.92836 -0.40221 1.07838 -0.002 -0.002 -0.003 0.00
C -5.22870 0.70317 0.60753 0.002 -0.001 -0.001 0.01
C -3.94986 0.54535 0.10338 0.009 -0.011 -0.005 0.01
C -1.83110 -0.61622 -2.33140 0.011 0.087 0.033 -0.03
C -2.48683 -1.54710 -3.13188 0.018 -0.011 0.005 0.00
C -2.56896 -1.33772 -4.49811 -0.008 0.000 -0.008 0.00
C -2.00152 -0.20188 -5.06345 -0.010 -0.015 -0.006 0.00
C -1.35501 0.72953 -4.26521 0.010 0.018 -0.005 0.01
C -1.26955 0.52421 -2.89636 -0.013 -0.007 0.051 0.04
C 0.51894 2.34855 1.67971 -0.074 0.020 -0.157 -0.02
C 1.41285 2.69826 2.68438 -0.012 -0.009 0.011 0.00
C 1.94958 3.97572 2.70392 0.000 0.019 0.003 0.00
C 1.60032 4.89355 1.72249 0.007 -0.001 0.019 0.00
C 0.72119 4.53770 0.70950 -0.008 -0.008 -0.013 0.02
C 0.17984 3.26206 0.68533 0.023 -0.025 -0.008 0.08
C -1.72701 0.86529 2.70775 -0.044 0.058 -0.092 0.02
C -2.33831 -0.30609 3.15418 0.009 0.003 0.000 0.00
C -3.50851 -0.23048 3.88957 0.001 -0.008 0.001 0.00
C -4.06653 1.00779 4.18146 0.002 0.004 0.003 0.00
C -3.45587 2.17433 3.74445 0.004 0.002 -0.002 0.00
C -2.28377 2.10746 3.00646 -0.009 -0.015 -0.006 0.00
H -3.57999 -2.79449 0.59001 -0.004 -0.003 -0.002 0.00
H -5.89447 -2.51883 1.42455 0.000 -0.001 -0.002 0.00
H -6.93178 -0.27813 1.46462 0.000 0.000 0.001 0.00
H -5.68335 1.68477 0.62957 0.001 -0.001 0.001 0.00
H -3.40759 1.40408 -0.27831 -0.005 0.002 -0.004 0.00
H -2.91090 -2.44262 -2.69193 0.005 -0.003 -0.005 0.00
H -3.06707 -2.06504 -5.12520 0.001 0.001 0.001 0.00
H -2.05804 -0.04802 -6.13311 0.002 0.000 0.002 0.00
H -0.90250 1.60697 -4.70862 0.001 -0.002 0.002 0.00
H -0.74061 1.23101 -2.26656 0.015 0.008 -0.023 0.00
H 1.70529 1.96986 3.43073 0.004 -0.003 0.000 0.00
H 2.65411 4.24994 3.47771 -0.002 0.000 0.000 0.00
H 2.03105 5.88618 1.73669 0.001 -0.002 -0.002 0.00
H 0.46926 5.24756 -0.06719 0.002 -0.002 -0.001 0.00
H -0.49182 2.96721 -0.11378 -0.011 0.020 0.002 -0.02
H -1.89026 -1.26651 2.92525 -0.001 -0.004 0.010 0.00
H -3.98419 -1.13749 4.23838 0.000 0.001 -0.004 0.00
H -4.97957 1.06260 4.76032 -0.001 0.001 0.000 0.00
H -3.88776 3.13736 3.98255 0.002 0.000 0.004 0.00
H -1.80057 3.01662 2.67259 -0.002 0.004 0.000 0.00
Cl 3.76291 2.35463 -5.51984 -0.006 -0.006 0.006 0.00
C 3.35823 1.76416 -3.95469 0.018 0.032 -0.006 0.00
C 2.64629 0.58355 -3.81396 -0.005 -0.014 0.004 0.00
Cl 2.17579 -0.33318 -5.19174 -0.010 0.002 0.007 0.00
C 2.31036 0.13252 -2.54429 0.054 0.125 0.009 -0.03
Cl 1.44306 -1.37669 -2.37860 0.033 -0.019 0.152 0.01
C 2.66661 0.81022 -1.36857 -0.009 -0.032 -0.165 0.04
O 2.35757 0.42207 -0.16764 0.264 -0.541 0.254 0.08
C 3.41049 2.00012 -1.54391 -0.017 -0.018 -0.008 0.00
Cl 3.88738 2.83723 -0.12310 -0.005 -0.002 -0.001 0.00
C 3.74131 2.46641 -2.80418 -0.015 -0.028 -0.016 0.00
Cl 4.63003 3.92818 -2.96494 0.003 0.008 0.003 0.00
F 4.57134 -1.98047 -1.94017 -0.074 0.006 -0.074 0.00
C 5.60094 -2.12857 -1.09636 0.001 -0.001 0.140 0.00
F 6.48537 -2.95013 -1.64631 0.033 -0.017 -0.059 0.00
F 6.16804 -0.93359 -0.92341 0.014 0.012 -0.020 0.00
S 5.01082 -2.75708 0.53214 -0.202 0.259 -0.048 0.00
O 4.06209 -1.76833 0.96837 -0.095 0.076 -0.042 0.00
O 6.19659 -2.96407 1.29611 0.042 -0.131 -0.020 0.00
N 4.35440 -4.12502 0.07284 -0.222 -0.043 0.107 0.00
S 2.85745 -4.52397 0.26862 0.325 -0.035 0.057 0.00
O 2.57196 -5.74003 -0.41678 -0.046 -0.044 -0.072 0.00
O 1.85860 -3.46737 0.12625 0.394 0.446 -0.044 0.00
C 2.72877 -4.93188 2.06161 0.010 0.083 0.007 0.00
F 1.47673 -5.28962 2.35269 -0.052 -0.020 0.006 0.00
F 3.04342 -3.86027 2.79413 -0.019 -0.056 0.039 0.00
F 3.54549 -5.92680 2.38321 0.002 -0.011 -0.011 0.00
```
Positions in Å, forces in eV/Å.



[5]
# C3H4O2

A 2-piece molecular cluster, C3H4O2 overall (ωB97M-V/def2-TZVPD, OMol25).

Output
Lowest unoccupied orbital energy = -0.9 eV
Total energy = -7265.6421 eV
Energy above the lowest of the compared OMol25 structures with the same formula, charge and spin = 486.66 kJ/mol

Structure (XYZ):
```
9
Properties=species:S:1:pos:R:3:forces:R:3:lowdin_charge:R:1
O 0.21763 2.02745 0.48338 -0.036 -0.853 0.040 0.13
C 0.18826 0.83614 0.52264 0.067 0.795 -0.083 -0.38
C 1.03886 -0.29832 -0.08548 0.176 0.075 -0.140 -0.05
O 0.13874 -1.17970 0.65838 -0.227 -0.001 0.193 -0.09
C -0.67128 -0.29845 1.21494 0.216 -0.114 -0.071 0.05
H 2.07302 -0.40117 0.25286 -0.139 0.042 -0.036 0.13
H 0.95171 -0.46308 -1.16310 -0.006 0.040 0.153 0.12
H -2.16454 -0.03693 -1.33110 -0.005 -0.001 0.024 0.06
H -2.28562 -0.26929 -0.63368 -0.045 0.017 -0.080 0.03
```
Positions in Å, forces in eV/Å.



[6]
# C11H9F3N2OS

An isolated molecule of C11H9F3N2OS in a non-equilibrium geometry (ωB97M-V/def2-TZVPD, OMol25).

Output
Lowest unoccupied orbital energy = 0.4 eV
Total energy = -35567.6330 eV
Energy above the lowest of the compared OMol25 structures with the same formula, charge and spin = 126.43 kJ/mol
SMILES = Oc1ccc(Cn2cc[nH]c2=S)cc1C(F)(F)F

Structure (XYZ):
```
27
Properties=species:S:1:pos:R:3:forces:R:3:lowdin_charge:R:1
O 1.13577 3.77361 1.24215 -0.502 -0.478 1.175 0.08
C 0.79012 2.46026 1.07937 -1.272 0.159 0.464 -0.28
C 0.99826 1.94625 -0.15550 0.513 -0.990 -2.674 -0.01
C 0.57951 0.66993 -0.62893 1.167 0.395 1.031 0.01
C -0.00603 -0.19898 0.32236 1.052 -0.826 0.057 -0.14
C -0.05576 -1.79760 0.14383 -0.935 1.236 0.746 -0.10
N -0.39686 -2.32027 -1.18579 -1.017 0.969 -2.234 -0.07
C -1.60033 -2.14129 -1.95587 -1.838 1.701 0.566 -0.05
C -1.38198 -2.05959 -3.31697 0.282 -0.970 2.856 -0.06
N -0.04942 -2.41106 -3.35067 2.467 0.264 -0.779 0.03
C 0.57656 -2.45264 -2.12301 2.064 -0.935 -0.096 -0.77
S 2.29110 -2.71787 -1.75869 -2.310 0.462 -0.960 0.46
C -0.15047 0.29815 1.63417 0.167 2.343 -2.319 0.04
C 0.10140 1.65613 1.98721 0.655 -1.146 -0.298 -0.05
C -0.27411 2.19511 3.31826 -3.067 -1.803 0.180 -0.46
F -1.46288 2.99885 3.16502 2.293 -1.137 0.706 0.06
F -0.63831 1.12802 4.16875 0.562 2.146 -0.942 0.08
F 0.65557 2.91701 3.90309 -0.099 0.360 0.399 0.18
H 0.78251 4.03915 2.11272 0.494 0.292 -0.558 0.11
H 1.56612 2.64666 -0.76851 -0.222 -0.442 -0.449 0.13
H 0.95738 0.32372 -1.62227 -0.738 0.326 0.910 0.12
H -0.73040 -2.24085 0.89835 0.102 0.342 -0.421 0.13
H 0.94635 -2.14893 0.38899 -0.049 -0.126 -0.366 0.07
H -2.56271 -1.92568 -1.46743 0.799 -0.170 -0.080 0.12
H -2.01783 -1.80773 -4.18812 0.621 -0.533 0.949 0.13
H 0.52880 -2.52470 -4.17517 -0.193 0.109 0.211 0.15
H -0.58236 -0.30568 2.33266 -0.996 -1.548 1.926 0.09
```
Positions in Å, forces in eV/Å.



[7]
# C6H9N

An isolated molecule of C6H9N (ωB97M-V/def2-TZVPD, OMol25).

Output
Lowest unoccupied orbital energy = 0.9 eV
Total energy = -7857.4745 eV
Energy above the lowest of the compared OMol25 structures with the same formula, charge and spin = 66.10 kJ/mol
SMILES = CC1=N[C@H](C)C=C1

Structure (XYZ):
```
16
Properties=species:S:1:pos:R:3:forces:R:3:lowdin_charge:R:1
C -2.54918 -0.47267 0.15019 -0.043 -0.054 0.046 -0.03
C -1.10871 -0.06888 0.01852 -0.057 -0.100 -0.151 -0.36
N -0.20191 -0.84110 -0.46842 -0.286 0.219 0.117 0.11
C 1.02043 -0.05573 -0.56378 0.119 -0.021 -0.047 -0.42
C 2.25857 -0.78142 -0.04414 0.032 -0.012 0.040 -0.06
C 0.69676 1.27832 0.04628 0.010 -0.091 0.062 -0.04
C -0.59942 1.26771 0.37515 0.163 0.043 -0.028 -0.03
H -2.64907 -1.32940 0.81770 0.022 0.019 0.002 0.08
H -3.16626 0.34240 0.53655 0.128 -0.076 -0.011 0.07
H -2.95274 -0.77181 -0.81966 0.095 0.023 0.047 0.08
H 1.15969 0.10382 -1.64245 0.051 0.057 -0.025 0.15
H 2.35908 -1.75184 -0.53981 -0.058 0.168 0.075 0.08
H 3.16057 -0.19575 -0.24804 -0.120 -0.048 0.019 0.07
H 2.20029 -0.94955 1.03345 -0.068 0.010 -0.062 0.08
H 1.40938 2.08394 0.16840 -0.074 -0.025 -0.037 0.11
H -1.18685 2.06884 0.80959 0.086 -0.109 -0.046 0.10
```
Positions in Å, forces in eV/Å.



[8]
# C4H4NiO5

C4H4NiO5 as an isolated structure in a non-equilibrium geometry (ωB97M-V/def2-TZVPD, OMol25).

Output
Lowest unoccupied orbital energy (alpha / beta) = -0.1 / -2.4 eV
Total energy = -55491.1913 eV
Multiplicity = 3
Energy above the lowest of the compared OMol25 structures with the same formula, charge and spin = 72.21 kJ/mol
Expectation value of S² = 2.01

Structure (XYZ):
```
14
Properties=species:S:1:pos:R:3:forces:R:3:mulliken_spin:R:1
O -2.72499 -0.47825 -0.02200 0.329 -0.826 -0.225 0.00
C -2.68305 0.84247 0.16514 -1.737 0.841 0.499 0.00
C -1.36505 -0.97773 -0.07085 -0.287 -0.228 0.120 0.00
O -3.65302 1.51755 0.40950 0.964 -0.572 -0.272 0.00
O -1.44317 1.30427 0.06939 1.383 0.214 -0.097 0.01
C -0.56716 0.24862 -0.47236 -0.454 0.006 0.004 -0.04
H -1.31113 -1.79342 -0.80019 -0.036 0.200 0.187 0.00
H -1.13277 -1.36490 0.93224 0.015 0.106 -0.246 0.00
H -0.65194 0.35808 -1.56864 0.188 -0.014 0.228 -0.02
O 2.81467 -0.84661 0.72518 -1.151 0.618 1.677 0.08
C 3.59955 0.12190 0.48682 1.163 -3.442 -4.116 -0.01
O 3.17160 1.08887 -0.20070 0.241 1.034 1.439 0.05
H 4.59327 -0.36773 0.26103 0.368 1.757 1.294 0.00
Ni 1.35319 0.34687 0.08544 -0.985 0.307 -0.492 1.93
```
Positions in Å, forces in eV/Å.



> Look up the total energy of the eighth one.

-55491.1913 eV